Computed, not measured: one molecule with the formula CH5NS2 at a distorted geometry, with the ωB97M-V functional and the def2-TZVPD basis.

Calculated values
DFT total energy ... -892.14289 Eh
Frontier orbital gap ... 9.54 eV
SMILES string ... CN(S)S
ΔE to the lowest compared entry with this formula, charge and spin ... 182.5 kJ/mol

Last column: natural (NBO) charge in e.
Cartesian coordinates (Å):
C: -0.69 0.33 0.77  -0.411
N: 0.61 0.11 -0.26  -0.781
S: 0.56 1.05 -1.66  0.219
S: 1.03 -1.59 -0.17  0.158
H: -0.43 -0.54 1.39  0.212
H: -0.73 1.35 1.22  0.222
H: -1.55 -0.01 0.11  0.195
H: -0.66 0.66 -2.30  0.068
H: 1.88 -1.37 0.91  0.119

=====

Computed, not measured: CH5O2 as an isolated structure at a distorted geometry, with the ωB97M-V functional and the def2-TZVPD basis.

Calculated values
DFT total energy ... -191.55358 Eh
Frontier orbital gap ... 8.22 eV
Charge ... -1
ΔE to the lowest compared entry with this formula, charge and spin ... 48.8 kJ/mol

Last column: natural (NBO) charge in e.
Cartesian coordinates (Å):
C: 0.18 -0.50 -0.97  -0.190
O: -0.14 0.75 -0.50  -0.885
H: -0.03 -0.48 -2.21  0.085
H: 1.25 -0.76 -0.68  0.125
H: -0.48 -1.35 -0.60  0.110
H: -0.80 0.75 2.31  0.411
H: -0.11 0.89 0.72  0.497
O: 0.12 0.71 1.95  -1.154

=====

Computed, not measured: CH5O2 as an isolated structure at a distorted geometry, with the ωB97M-V functional and the def2-TZVPD basis.

Calculated values
DFT total energy ... -191.55209 Eh
Frontier orbital gap ... 8.30 eV
Charge ... -1
ΔE to the lowest compared entry with this formula, charge and spin ... 52.7 kJ/mol

Last column: natural (NBO) charge in e.
Cartesian coordinates (Å):
O: 1.50 -1.09 0.98  -1.176
H: 1.24 -1.88 0.49  0.412
C: -0.55 0.81 -0.46  -0.221
O: -0.89 -0.24 0.31  -0.877
H: 0.08 1.50 0.10  0.130
H: -1.51 1.25 -0.72  0.123
H: -0.10 0.36 -1.37  0.121
H: 0.23 -0.70 0.67  0.488

=====

Computed, not measured: one molecule with the formula CH5O3PS at a distorted geometry, with the ωB97M-V functional and the def2-TZVPD basis.

Calculated values
DFT total energy ... -1006.44446 Eh
Frontier orbital gap ... 9.67 eV
SMILES string ... COP(O)(O)=S
ΔE to the lowest compared entry with this formula, charge and spin ... 24.9 kJ/mol

Last column: natural (NBO) charge in e.
Cartesian coordinates (Å):
C: -0.06 1.73 -0.41  -0.261
O: 0.13 -1.72 1.41  -1.005
O: 1.03 -1.59 -0.73  -0.964
O: 0.23 0.61 0.43  -0.816
P: -0.21 -0.90 0.05  2.017
S: -1.90 -0.92 -0.91  -0.586
H: 0.69 1.96 -1.19  0.188
H: -0.06 2.61 0.12  0.190
H: -1.11 1.75 -0.87  0.211
H: -0.46 -1.85 2.14  0.525
H: 1.71 -1.68 -0.04  0.501

=====

Computed, not measured: CH5O3PS as an isolated structure at a distorted geometry, with the ωB97M-V functional and the def2-TZVPD basis.

Calculated values
DFT total energy ... -1006.38643 Eh
Frontier orbital gap ... 9.82 eV
ΔE to the lowest compared entry with this formula, charge and spin ... 177.2 kJ/mol

Last column: natural (NBO) charge in e.
Cartesian coordinates (Å):
C: -0.14 1.15 -0.01  -0.297
O: -0.06 -1.79 -0.46  -0.939
O: 1.64 0.43 1.81  -1.020
O: 1.10 0.86 -0.57  -0.780
P: 2.11 0.30 0.44  1.940
S: 3.85 -0.11 -0.33  -0.482
H: -0.37 0.73 0.99  0.227
H: -0.91 0.65 -0.64  0.202
H: -0.45 2.26 -0.07  0.198
H: 0.45 -2.21 -1.12  0.472
H: 0.16 -2.44 0.32  0.477

=====

Computed, not measured: a 2-piece molecular cluster, CH5O3Si2 overall at a distorted geometry, with the ωB97M-V functional and the def2-TZVPD basis.

Calculated values
DFT total energy ... -845.87025 Eh
Frontier orbital gap ... 7.07 eV
Charge ... -1
ΔE to the lowest compared entry with this formula, charge and spin ... 142.5 kJ/mol

Last column: natural (NBO) charge in e.
Cartesian coordinates (Å):
C: 0.73 0.59 2.25  0.885
O: 0.27 1.03 3.26  -0.645
O: 1.73 0.54 1.53  -0.668
O: -0.53 0.27 -0.68  -1.305
Si: 0.53 -0.13 -1.76  1.289
Si: -1.22 -0.35 0.82  0.663
H: 0.96 1.27 -2.13  -0.247
H: -0.23 -0.67 -3.04  -0.239
H: 1.70 -0.78 -1.27  -0.216
H: -1.27 -1.95 0.23  -0.274
H: -2.68 0.19 0.80  -0.242

=====

Computed, not measured: a 3-piece molecular cluster, CH5O4 overall at a distorted geometry, with the ωB97M-V functional and the def2-TZVPD basis.

Calculated values
DFT total energy ... -342.13670 Eh
Frontier orbital gap ... 9.13 eV
Charge ... -1
ΔE to the lowest compared entry with this formula, charge and spin ... 47.2 kJ/mol

Last column: natural (NBO) charge in e.
Cartesian coordinates (Å):
O: -0.58 -1.06 0.55  -0.799
C: -0.51 -0.44 -0.54  0.611
O: -0.21 0.79 -0.63  -0.822
H: -0.72 -1.04 -1.45  0.027
H: 1.32 0.73 -2.55  0.469
H: 1.71 0.25 -1.23  0.494
O: 2.01 0.23 -2.14  -0.974
H: -0.83 0.69 2.16  0.491
H: -1.21 -0.53 2.79  0.478
O: -0.97 0.37 3.04  -0.975

=====

Computed, not measured: CH5O4PSi as an isolated structure at a distorted geometry, with the ωB97M-V functional and the def2-TZVPD basis.

Calculated values
DFT total energy ... -972.98385 Eh
Frontier orbital gap ... 7.35 eV
Charge ... -2
ΔE to the lowest compared entry with this formula, charge and spin ... 183.6 kJ/mol

Last column: natural (NBO) charge in e.
Cartesian coordinates (Å):
C: -1.63 0.82 0.07  -1.067
O: 2.26 1.11 -1.40  -1.204
O: 1.62 0.80 1.11  -1.202
O: 3.05 -0.94 -0.16  -1.203
O: -1.74 -2.28 -0.64  -1.307
Si: -0.85 -1.21 0.11  1.597
P: 2.11 0.19 -0.18  2.359
H: -2.52 0.85 0.65  0.175
H: -0.86 1.53 0.37  0.243
H: -1.93 1.09 -0.99  0.188
H: 0.86 -0.77 -0.52  -0.338
H: -0.37 -1.19 1.59  -0.241